(w)
The molecule C3H8N2. Source: the OMol25 dataset; level of theory: ωB97M-V/def2-TZVPD.

```
13
C3H8N2 ωB97M-V/def2-TZVPD
H 2.3364 -0.5277 0.1756
N 0.1751 -0.1531 -0.1670
H 1.6147 -1.5006 -0.9774
C 0.3224 1.2311 0.0144
H 0.3343 1.6194 1.1497
H -0.3336 1.9594 -0.6043
H 1.4015 1.4115 -0.3784
C -2.1303 -0.2829 0.0509
H -3.0847 -0.9141 -0.1026
H -2.1756 0.7957 -0.0878
C 1.3516 -0.9877 0.0312
N -0.9870 -0.8866 -0.0313
H 1.1751 -1.7644 0.9272
```

As for the SMILES: C=NN(C)C. For the LUMO energy, the calculation gives 1.0082 eV. The value obtained for the molecular weight is 72.11 g/mol. The value obtained for the HOMO energy is -0.3027 hartree.


(x)
A cluster of 2 separate species, C3H8N2 in total. Source: the OMol25 dataset; level of theory: ωB97M-V/def2-TZVPD.

```
13
C3H8N2 ωB97M-V/def2-TZVPD
H 3.4070 -0.1729 -3.6292
H -1.5763 1.4907 4.0795
N -2.3376 1.0259 4.5473
C 0.1311 -0.0705 -3.0679
H 0.4062 -0.0394 -1.9377
H -1.9865 -0.0630 6.4109
H -0.7991 -0.4197 5.0240
H -0.7976 0.4565 -3.3746
N 1.1251 -0.3339 -3.8459
H 2.4750 -1.7687 -3.5079
C -1.6896 0.1797 5.3868
C 2.4052 -0.7343 -3.2790
H 2.2784 -0.5771 -2.2140
```

As for the SMILES: C=NC.C=N. For the LUMO energy, the calculation gives 0.5400 eV. The value obtained for the molecular weight is 72.11 g/mol. The value obtained for the HOMO energy is -0.3508 hartree.


(y)
The molecule C3H8N2. Source: the OMol25 dataset; level of theory: ωB97M-V/def2-TZVPD.

```
13
C3H8N2 ωB97M-V/def2-TZVPD
C -0.3204 0.0713 0.1163
N 2.0132 -0.6112 0.0141
C 0.9145 0.1573 -0.3889
H 1.9924 -0.9091 0.9757
H -2.3728 0.7024 -0.0306
H 1.1048 0.7753 -1.2588
H -0.0382 -1.7758 0.8152
N -0.7789 -1.0817 0.8421
C -1.3767 1.0793 -0.2433
H -1.2629 2.0050 0.3287
H -1.2412 1.3951 -1.2797
H -1.5567 -1.5237 0.3624
H 2.9230 -0.2843 -0.2532
```

As for the SMILES: C/C(N)=C/N. For the LUMO energy, the calculation gives 1.0600 eV. The value obtained for the molecular weight is 72.11 g/mol. The value obtained for the HOMO energy is -0.2614 hartree.


Order of stability, best first: (y), (w), (x)


(w)
A cluster of 2 separate species, C2H6OS in total. Source: the OMol25 dataset; level of theory: ωB97M-V/def2-TZVPD.

```
10
C2H6OS ωB97M-V/def2-TZVPD
H -1.5163 1.1616 1.0731
H -0.5529 -0.3076 -1.2290
C 1.6246 -0.7297 -0.7888
O -0.0173 -0.6050 0.7210
C 0.1454 -0.4345 -0.4242
H 2.3144 -1.0206 -0.0782
S -2.4755 2.1031 1.3911
H -3.2578 1.3438 2.2527
H 2.1478 0.0749 -1.3866
H 1.5876 -1.5860 -1.5311
```

As for the SMILES: CC=O.S. For the LUMO energy, the calculation gives 0.8665 eV. The value obtained for the molecular weight is 78.14 g/mol. The value obtained for the HOMO energy is -0.3494 hartree.


(x)
The molecule C2H6OS. Source: the OMol25 dataset; level of theory: ωB97M-V/def2-TZVPD.

```
10
C2H6OS ωB97M-V/def2-TZVPD
H -0.0761 -2.2802 -0.2628
H 1.5321 0.8248 1.4458
C -0.8695 0.6353 -0.0830
C 0.3472 -0.3517 -0.3125
H -0.6194 1.5207 -0.5535
O 0.1916 -1.6123 0.3128
H -0.9975 0.9833 1.0362
S 1.8882 0.5384 0.2417
H 0.4777 -0.4570 -1.4446
H -1.8744 0.1986 -0.3802
```

As for the SMILES: C[C@H](O)S. For the LUMO energy, the calculation gives 0.8355 eV. The value obtained for the molecular weight is 78.14 g/mol. The value obtained for the HOMO energy is -0.3422 hartree.


Order of stability, best first: (x), (w)


(w)
A cluster of 2 separate species, C2H6OS in total. Source: the OMol25 dataset; level of theory: ωB97M-V/def2-TZVPD.

```
10
C2H6OS ωB97M-V/def2-TZVPD
C 1.8143 0.8321 -0.0066
H 2.0274 -0.7891 1.1587
H -1.5716 -1.6045 0.9192
H 0.0120 1.0243 -0.9587
H -1.2088 -1.4412 -1.2396
C 0.9463 1.5905 -0.6690
O 1.2620 -0.2355 0.8205
H 0.8841 2.6786 -0.6083
H 2.8371 1.0950 0.0311
S -1.8525 -0.8509 -0.1133
```

As for the SMILES: C=CO.S. For the LUMO energy, the calculation gives 0.7095 eV. The value obtained for the molecular weight is 78.14 g/mol. The value obtained for the HOMO energy is -0.3196 hartree.


(x)
A cluster of 2 separate species, C2H6OS in total. Source: the OMol25 dataset; level of theory: ωB97M-V/def2-TZVPD.

```
10
C2H6OS ωB97M-V/def2-TZVPD
O -1.0666 -1.1512 0.5757
H -1.4776 -1.2950 1.4634
H -0.4599 0.6965 1.5142
H -1.3458 1.8803 -0.7418
C -0.9394 0.2402 0.5752
H -1.7468 0.1657 -1.4118
H 2.6793 0.3844 0.1377
C -1.4393 0.7875 -0.5642
S 2.4328 -0.9276 -0.3188
H 3.3632 -0.7809 -1.2296
```

As for the SMILES: C=CO.S. For the LUMO energy, the calculation gives 0.8357 eV. The value obtained for the molecular weight is 78.14 g/mol. The value obtained for the HOMO energy is -0.3365 hartree.


(y)
A cluster of 2 separate species, C2H6OS in total. Source: the OMol25 dataset; level of theory: ωB97M-V/def2-TZVPD.

```
10
C2H6OS ωB97M-V/def2-TZVPD
H 3.2777 -1.3359 -0.3864
H 0.2681 0.3486 1.3311
H -2.2263 1.2904 -0.3793
S -2.1437 -0.0399 -0.3596
O 0.8736 0.7514 0.6962
C 1.4759 -0.3320 0.0649
C 2.7778 -0.5140 0.1176
H 3.3816 0.1541 0.7131
H -3.4686 -0.1482 -0.5206
H 0.8003 -0.9602 -0.5054
```

As for the SMILES: C=CO.S. For the LUMO energy, the calculation gives 0.7191 eV. The value obtained for the molecular weight is 78.14 g/mol. The value obtained for the HOMO energy is -0.3530 hartree.


(z)
A cluster of 2 separate species, C2H6OS in total. Source: the OMol25 dataset; level of theory: ωB97M-V/def2-TZVPD.

```
10
C2H6OS ωB97M-V/def2-TZVPD
C -0.9155 -0.4303 -1.2722
H -1.2444 -1.3658 -1.7226
H 1.5432 0.7620 2.1429
O -0.9782 -1.5979 0.8905
H -0.9653 0.3739 0.7767
H 0.1024 -0.2284 -1.6033
C -0.9482 -0.5990 0.2200
H 2.7479 1.9425 1.2077
H -1.5287 0.3930 -1.6254
S 2.1868 0.7500 0.9857
```

As for the SMILES: CC=O.S. For the LUMO energy, the calculation gives 0.7524 eV. The value obtained for the molecular weight is 78.14 g/mol. The value obtained for the HOMO energy is -0.3574 hartree.


Order of stability, best first: (z), (y), (x), (w)


(w)
The molecule C4H5NO2. Source: the OMol25 dataset; level of theory: ωB97M-V/def2-TZVPD.

```
12
C4H5NO2 ωB97M-V/def2-TZVPD
H 1.8026 -1.5890 0.4764
O 1.1152 0.1894 1.0691
H 0.2207 1.7329 1.7318
C -0.0621 1.0618 1.0560
C 0.2627 -1.1256 -0.7081
H -1.2407 -0.4795 -2.2419
C -0.8723 -0.1859 -1.0093
N -1.3087 1.0611 -0.8237
H -0.7483 0.4172 1.4403
O -0.6755 1.6891 0.1747
H 0.3476 -1.9092 -1.4126
C 1.1588 -0.8624 0.2476
```

As for the SMILES: C1=COCON=C1. For the LUMO energy, the calculation gives 0.4212 eV. The value obtained for the molecular weight is 99.09 g/mol. The value obtained for the HOMO energy is -0.3346 hartree.


(x)
The molecule C4H5NO2. Source: the OMol25 dataset; level of theory: ωB97M-V/def2-TZVPD.

```
12
C4H5NO2 ωB97M-V/def2-TZVPD
H 0.2883 0.5620 -1.5950
H 0.0064 -1.2086 -1.2560
H -2.4492 0.5892 1.3528
C -0.4284 0.5171 0.5705
H 2.1621 0.6807 0.0359
C 0.4394 -0.2934 -0.9013
H 2.2634 -1.1391 -0.0196
C -1.8979 0.0711 0.5536
O -2.4232 -0.6900 -0.2219
N 0.5020 -0.4753 0.8256
O -0.1355 1.6988 0.6767
C 1.6350 -0.2654 -0.0163
```

For the LUMO energy, the calculation gives -0.1216 eV. The value obtained for the molecular weight is 99.09 g/mol. The value obtained for the HOMO energy is -0.3567 hartree.


(y)
The molecule C4H5NO2. Source: the OMol25 dataset; level of theory: ωB97M-V/def2-TZVPD.

```
12
C4H5NO2 ωB97M-V/def2-TZVPD
H -0.6733 0.4391 -1.4665
H -1.4243 -1.2052 -1.1227
C -1.0291 -0.2732 -0.7246
N -0.2911 -0.3968 0.5079
H -1.5134 1.3838 0.6597
H 1.7277 -1.0996 -1.0090
C -1.5494 0.3004 0.5529
O 2.8676 0.5268 -0.6352
C 1.9441 -0.2027 -0.3915
O 1.3234 0.6362 1.7837
C 0.9756 0.0901 0.7644
H -2.3577 -0.1988 1.0810
```

As for the SMILES: O=CC(=O)N1CC1. For the LUMO energy, the calculation gives -0.0728 eV. The value obtained for the molecular weight is 99.09 g/mol. The value obtained for the HOMO energy is -0.3603 hartree.


(z)
The molecule C4H5NO2. Source: the OMol25 dataset; level of theory: ωB97M-V/def2-TZVPD.

```
12
C4H5NO2 ωB97M-V/def2-TZVPD
H -2.1517 0.5770 0.4107
O 1.3074 -1.7028 1.3457
C 1.1516 0.1636 -0.6711
H -0.7929 -1.0735 -0.9464
H -0.7243 1.6190 0.4850
H -0.6015 0.4597 -1.8120
H 1.8809 -0.6240 -0.9531
C 0.4029 -0.9540 1.3851
O 1.5628 1.2194 -0.2511
C -1.0570 0.5828 0.3773
C -0.4133 -0.0394 -0.8614
N -0.5650 -0.2279 1.4915
```

As for the SMILES: O=C=NCCC=O. For the LUMO energy, the calculation gives 0.5785 eV. The value obtained for the molecular weight is 99.09 g/mol. The value obtained for the HOMO energy is -0.3776 hartree.


Order of stability, best first: (z), (y), (x), (w)